C7H11B in the gas phase. Source: the OMol25 dataset; level of theory: ωB97M-V/def2-TZVPD.

Properties
- SMILES string = CC1=C(C)[C@@H]2CB2C1
- HOMO (Ha) = -0.298
- HOMO-LUMO gap (eV) = 8.54
- 2S+1 = 1
- charge = 0
- molar mass (u) = 105.98
- LUMO level (eV) = 0.42
- ΔE to the lowest compared entry with this formula, charge and spin (kcal per mole) = 33.71

The geometry in XYZ format:
```
19
Properties=species:S:1:pos:R:3:forces:R:3:nbo_charge:R:1
C -1.4314 -0.8822 1.6810 -1.98 1.66 -3.13 -0.6486
C -0.4900 -0.3432 0.6908 4.44 0.07 0.52 0.0809
C -0.3465 0.5721 -0.2988 0.03 -1.54 1.40 -0.0214
C -1.3283 1.3976 -1.0056 -0.17 -0.42 -0.78 -0.6382
C 1.0470 0.7709 -0.7126 0.74 2.17 -1.03 -0.5332
C 1.7878 -0.3571 -1.5314 0.03 0.37 3.55 -0.6650
B 1.8651 -0.2845 -0.0070 -1.51 -1.15 -0.01 0.7395
C 1.0346 -0.9789 1.1756 -0.04 2.70 -2.52 -0.7599
H -0.9422 -1.6590 2.0912 1.07 -2.62 1.93 0.2164
H -2.2410 -1.2651 1.0814 -1.01 -0.28 0.31 0.2173
H -1.7631 -0.1623 2.3767 -0.48 0.75 0.91 0.2203
H -2.2332 0.8566 -1.2069 -0.49 -0.24 -0.46 0.2199
H -0.8768 1.8364 -1.9007 -0.34 -0.37 -0.09 0.2148
H -1.6042 2.2061 -0.4111 -0.59 1.65 1.17 0.2194
H 1.2362 1.7900 -1.1753 0.03 -1.42 0.71 0.2446
H 2.4991 0.1090 -2.0614 2.61 1.84 -1.90 0.2268
H 1.3684 -1.0931 -2.0844 -1.72 -2.40 -1.36 0.2125
H 1.0528 -2.0510 1.2205 -0.07 -0.42 0.24 0.2223
H 1.3657 -0.4625 2.0781 -0.53 -0.35 0.53 0.2315
```
Forces are in eV/Å.

---

C8H13NO in the gas phase. Source: the OMol25 dataset; level of theory: ωB97M-V/def2-TZVPD.

Properties
- SMILES string = C=C1N(C)C(=O)CC1(C)C
- HOMO (Ha) = -0.326
- HOMO-LUMO gap (eV) = 9.65
- 2S+1 = 1
- charge = 0
- molar mass (u) = 139.20
- LUMO level (eV) = 0.77
- ΔE to the lowest compared entry with this formula, charge and spin (kcal per mole) = 31.57

The geometry in XYZ format:
```
23
Properties=species:S:1:pos:R:3:forces:R:3:nbo_charge:R:1
C -1.5094 -0.9055 -0.1314 -4.61 0.71 -2.28 -0.4798
C -0.6278 0.0410 -0.2250 0.02 1.42 -0.52 0.1937
N -0.9227 1.4433 -0.4825 0.06 -3.73 -0.06 -0.4436
C -2.2156 1.8231 -0.9752 -0.32 2.05 1.65 -0.4252
C -0.0019 2.1556 0.2218 1.41 1.16 -0.42 0.6942
O -0.0461 3.3091 0.5871 -0.63 -0.13 -0.15 -0.5918
C 1.2848 1.3080 0.3052 -1.54 -0.41 2.80 -0.4892
C 0.7748 -0.1633 0.1422 2.64 -1.23 0.96 -0.0797
C 0.7880 -1.0036 1.4640 0.29 0.80 1.59 -0.6092
C 1.6381 -1.0604 -0.9351 -2.11 0.03 1.57 -0.5970
H -2.5776 -0.6069 -0.5032 1.85 -0.88 1.03 0.1975
H -1.3317 -1.9441 -0.0666 0.42 -0.74 0.40 0.2166
H -2.9279 1.9860 -0.1449 0.27 0.10 -0.29 0.2038
H -2.0351 2.7411 -1.4857 -0.18 1.18 -0.05 0.2244
H -2.7533 1.2810 -1.7117 0.43 -1.63 -0.53 0.2242
H 1.8063 1.5662 -0.5534 1.41 0.71 -1.44 0.2279
H 1.8091 1.6676 1.2625 -0.48 -1.07 -1.49 0.2420
H 1.7345 -0.9074 2.0654 -0.42 -0.28 -1.08 0.2151
H 0.5673 -2.0620 1.2749 0.21 0.28 -0.03 0.2113
H 0.0434 -0.6684 2.2368 0.27 -0.07 -1.03 0.2185
H 2.4697 -1.5546 -0.4045 0.26 1.02 -0.50 0.2216
H 1.8041 -0.4094 -1.7882 0.69 -0.38 -0.15 0.2135
H 1.0442 -1.9655 -1.2350 0.06 1.08 0.04 0.2112
```
Forces are in eV/Å.